Record 1
Below is 3 unconnected molecules or ions with the total composition C20H26ClINO11P2S, with properties calculated with ωB97M-V/def2-TZVPD.

Summary:
HOMO energy in eV: -4.42
Kohn-Sham gap in eV: 4.40
Net charge: -1

Positions of all 63 atoms, in Å:
C -3.0641 -5.5255 1.6587
H 0.2572 3.2420 -2.1741
Cl 0.7594 -0.2841 -5.5561
C -3.4318 -6.4920 2.5119
O -1.2277 -4.6878 0.4277
O -1.5055 0.7551 -1.7032
H -3.6866 1.5912 1.5293
H 4.1073 5.1263 -0.8682
H -1.6131 -2.2060 0.6396
C -0.7984 2.9524 -2.1979
C 3.6859 4.9125 0.1038
H 3.0629 0.5061 -4.0232
O 4.5554 4.7996 3.5457
C 2.5365 1.3798 -4.4096
H 0.4421 -5.6607 0.6070
C -1.1067 -7.5476 2.5378
H -1.2466 2.1063 1.1195
H -0.4293 -8.3124 2.8894
O 0.4160 3.8932 1.5499
H -0.7789 -1.6120 -0.8034
H 1.3832 -0.2163 -0.0035
C 1.6774 4.2405 1.5403
O -1.3768 3.0066 -0.9270
C -2.4706 -7.5595 3.0066
O 1.5514 4.4629 -0.7829
H -2.4911 -1.2712 -0.5597
H -4.6093 -7.4021 3.6006
C 0.4477 0.8676 -3.0801
P -3.5759 1.3918 0.1390
H 0.5395 1.9637 -4.9376
O -2.9335 -8.3754 3.7869
C -0.9161 1.4816 -2.7139
H -4.0097 0.0573 0.0313
H -3.7405 -4.7594 1.3071
S -4.8218 2.5566 -0.8709
O -0.1743 -0.1693 2.7371
O 5.6751 5.3224 1.3057
H 1.0576 -1.8472 0.5877
H 1.9681 -0.7205 1.6074
H 0.0507 3.8305 0.6345
C 1.1580 -0.8028 0.8862
C -0.7362 -6.5810 1.6838
P -1.2859 1.4630 -0.1437
C -0.1306 -0.3392 1.5413
H 2.7336 2.2262 -3.7484
C 2.2848 4.5395 0.1789
C 3.7877 4.6959 2.5970
H 5.8876 5.2795 2.2627
H 1.1445 1.2954 -2.3546
C -1.5365 -1.3657 -0.0518
C -1.6962 -5.5076 1.1953
C 2.4060 4.3284 2.6749
I -2.3144 1.4030 -4.3926
H -1.3126 3.6514 -2.8581
N -1.2602 -0.1374 0.7072
C 4.3938 4.9880 1.2367
O -4.6499 -6.6222 3.0107
H 2.9292 1.6057 -5.4000
H 0.3873 -0.2031 -2.8850
O 0.4773 -6.4553 1.1808
H 1.9793 4.1140 3.6444
H 0.1464 1.5063 -0.2948
C 1.0418 1.1213 -4.4641

Here are the Löwdin charges for atoms 1 to 8, given in e:
1. C 0.0794
2. H 0.0858
3. Cl 0.5491
4. C -0.2327
5. O 0.1030
6. O -0.3827
7. H -0.0694
8. H 0.1305

***

Record 2
Below is a molecular structure, C20H26CrNO6Sb2, with properties calculated with ωB97M-V/def2-TZVPD.

Summary:
Energy above the lowest of the compared OMol25 structures with the same formula, charge and spin in kcal/mol: 0.0
HOMO energy (alpha / beta) in eV: -13.65 / -13.66
Kohn-Sham gap (alpha / beta) in eV: 6.60 / 6.44
2S+1: 4
Net charge: +2

Positions of all 56 atoms, in Å:
C -2.4099 1.8430 0.8581
C 0.2727 5.2000 0.7091
C -0.5979 0.4936 -4.0970
H -1.5504 3.3660 2.8769
Sb 0.0298 1.2460 -2.2218
H -2.3444 2.4456 -1.8043
C -1.1201 3.6852 1.9346
C -0.2480 4.7610 1.9166
C 1.2926 -5.5649 0.6111
C -0.0935 4.5615 -0.4640
H -0.3056 -0.4068 3.7364
H 1.4914 -6.6214 0.7287
H 0.1393 -0.2237 -4.4524
H -1.2218 3.5402 -2.5901
H 0.9399 6.0504 0.6772
H 3.2489 -1.9570 3.6697
H -3.0012 1.6776 -0.0399
C -1.4840 3.0221 0.7636
O -1.3653 -3.8003 -2.3739
C 1.8579 -4.6427 1.4729
H -0.6758 1.3187 -4.8026
H 0.2822 4.9322 -1.4111
H 2.5005 -4.9495 2.2853
H -1.5465 0.8677 3.8258
H 1.5783 3.0890 -3.3798
H -3.5711 -0.9857 2.2757
C 2.0770 -2.2161 2.2108
C 2.8314 -0.5744 -1.1800
H -3.1059 1.9516 1.6906
Sb -1.3003 0.0693 1.2924
H 0.0079 5.2657 2.8382
C -2.8319 -1.3738 1.5775
N 0.7997 -2.8596 0.2976
C -0.6711 -3.1142 -1.5167
H 0.0988 1.2507 3.2510
C 0.4522 -5.1180 -0.4005
H -1.2333 -4.7578 -2.3216
O 2.3673 0.0831 -0.2095
C -1.3283 2.8324 -1.7673
C 0.2354 -3.7580 -0.5192
H -1.5634 0.0034 -3.9958
C 1.8041 2.3037 -2.6602
O 2.0280 -1.3227 -1.8196
H 2.5412 1.6290 -3.0913
O 1.6828 -1.0829 2.1259
H 2.1920 2.7404 -1.7426
H -3.3127 -1.5849 0.6238
H -2.4101 -2.2925 1.9824
C 1.5778 -3.2942 1.2833
O -0.7882 -1.8896 -1.5111
C -0.9645 3.4732 -0.4579
Cr 0.5745 -0.7931 -0.5114
H -0.0062 -5.8364 -1.0677
O 2.9490 -2.6771 3.0896
C -0.6856 0.4982 3.2703
H 3.8842 -0.5031 -1.4659

Here are the Löwdin charges for atoms 1 to 8, given in e:
1. C -0.2852
2. C -0.0524
3. C -0.2552
4. H 0.1152
5. Sb 1.4944
6. H 0.0647
7. C -0.0506
8. C -0.0517

***

Record 3
Below is a molecular structure, C20H26F3N6O3TeV at a distorted geometry, with properties calculated with ωB97M-V/def2-TZVPD.

Summary:
Energy above the lowest of the compared OMol25 structures with the same formula, charge and spin in kcal/mol: 63.0
HOMO energy (alpha / beta) in eV: -14.20 / -14.19
Kohn-Sham gap (alpha / beta) in eV: 6.72 / 7.57
2S+1: 3
Net charge: +2

Positions of all 60 atoms, in Å:
H 3.1444 -1.4257 -0.4962
H 3.3326 1.2197 3.7737
N 1.1659 -6.3991 -2.1428
C 4.0859 0.4506 1.0590
C 0.4530 -3.9314 -1.9552
H -3.5114 -1.5587 -2.6860
H 4.0759 2.6365 -0.7511
C 0.8280 -5.2991 -2.0947
H 1.7926 0.5176 3.5495
H 3.1225 2.8792 1.8385
H 0.6273 2.0858 -1.3328
H 2.0051 3.4645 -0.1241
O 0.4348 0.4978 3.3604
F -1.4448 0.9876 1.2943
C -3.9893 -0.0286 -1.2181
H 4.7484 0.3926 -0.9706
O 0.6343 -1.2048 1.8968
C -3.7079 1.3285 -1.2958
C -4.6081 2.2529 -0.7688
H -2.7120 -1.7916 -1.1366
C 0.6855 -3.2827 -0.7849
C -0.2361 -3.2014 -2.9760
F -2.3342 0.0687 3.0815
N 2.8337 -0.5258 -0.8525
C -0.0016 -0.3265 2.5489
H 4.8660 1.1747 1.3097
C 3.8048 0.5339 -0.4468
C -5.7736 1.8211 -0.1606
N 2.8084 0.5090 3.2648
C 2.1082 2.3932 0.0298
C -6.0490 0.4618 -0.0739
H 2.8525 -0.6032 -1.8661
C -5.1636 -0.4597 -0.6024
H 4.4621 -0.5477 1.3079
N 0.8200 1.7435 -0.3922
C -1.4776 -0.1307 2.1280
C 3.2667 1.9088 -0.8331
H -1.8580 2.4461 -1.3014
Te -1.3959 0.0391 -2.6056
H 1.4411 2.4053 2.0822
C -2.4368 1.8078 -1.9679
H 2.0500 0.0557 1.4120
H -6.4696 2.5432 0.2454
H 3.1899 -0.4064 3.5015
H -5.3881 -1.5202 -0.5483
C 2.7888 0.7482 1.7876
C -3.0617 -1.0411 -1.8412
F -1.9059 -1.1182 1.3296
V 0.2823 -0.3184 -0.5311
N 1.2786 -3.7864 0.2956
O 0.3466 -1.9678 -0.6763
H -4.3975 3.3146 -0.8455
H 0.0813 2.1511 0.1837
C 2.3482 2.1760 1.5165
H 1.4387 -4.7828 0.3436
H 2.9667 1.9002 -1.8857
N -0.8190 -2.4923 -3.6709
H 1.1902 -3.2681 1.1587
H -6.9614 0.1221 0.4005
H -2.6578 2.3807 -2.8651

Here are the Löwdin charges for atoms 1 to 8, given in e:
1. H 0.1073
2. H 0.1775
3. N 0.2068
4. C -0.0733
5. C -0.1575
6. H 0.0801
7. H 0.1447
8. C -0.1731

***

| no. | M (g/mol) |
| --- | --- |
| 1 | 712.8 |
| 2 | 671.9 |
| 3 | 634.0 |